The following is a DFT calculation (ωB97M-V/def2-TZVPD) of C39H37F5N12SSeSr as an isolated structure at a distorted geometry.

As for the charge: +2. The calculation puts the electronic energy at -149518.61116 eV. The value obtained for the lowest unoccupied orbital energy is -6.214 eV. The energy relative to the best compared isomer or geometry (same formula, charge and spin) is 35.5 kcal per mole. The gap between HOMO and LUMO comes out at 5.49 eV.

Cartesian coordinates (Å):
Sr 0.45841 -0.22468 -0.52025
C 3.81181 -1.92958 1.34885
C 3.08101 -2.23998 0.08435
N 2.16291 -3.10448 -0.08835
N 1.68631 -3.82928 0.99115
C 0.92231 -3.29828 1.97255
N 0.40511 -4.14288 2.87235
S 0.61821 -1.65478 2.12725
C 3.48761 -1.44808 -1.10515
C 4.35111 -1.94908 -2.07315
C 4.78471 -1.10368 -3.08305
C 4.34731 0.21262 -3.07985
C 3.46071 0.60772 -2.09135
N 3.02011 -0.19998 -1.13615
H 3.19201 -1.29398 1.98665
H 4.74671 -1.41238 1.14245
H 4.00271 -2.85288 1.89885
H 1.49801 -4.79718 0.74115
H 0.53231 -5.14018 2.82375
H -0.21489 -3.78448 3.58085
H 4.67611 -2.97498 -2.03125
H 5.46201 -1.46618 -3.83865
H 4.67981 0.92162 -3.82075
H 3.08561 1.62012 -2.05405
C 0.06491 -4.87898 -4.23675
C -0.08899 -4.56748 -2.89095
C 0.01211 -3.26068 -2.46525
C 0.29731 -2.24578 -3.38845
C 0.46641 -2.56998 -4.74995
C 0.33441 -3.87678 -5.16405
N 0.38261 -0.95818 -2.91275
N 0.61531 -0.07318 -3.78855
C 0.67531 1.24572 -3.44025
C 0.91831 2.12252 -4.50735
C 0.99781 3.47802 -4.25455
C 0.83351 3.91032 -2.94585
C 0.58291 2.96732 -1.95535
N 0.49661 1.66942 -2.18195
H -0.02289 -5.90068 -4.57275
H -0.28179 -5.35918 -2.18645
H -0.14279 -2.99138 -1.42895
H 0.67461 -1.76898 -5.44375
H 0.43881 -4.12858 -6.20835
H 1.02691 1.71072 -5.49815
H 1.16911 4.17902 -5.05635
H 0.89681 4.95562 -2.69235
H 0.43491 3.28462 -0.93395
N -5.54309 -0.95598 0.42445
C -5.13239 -0.00578 -0.63215
C -3.82269 0.71312 -0.21815
N -2.77979 0.70762 -1.22705
H -6.40219 -1.45908 0.18655
H -5.65929 -0.48698 1.32615
H -4.73069 -1.68038 0.48845
H -5.93829 0.70032 -0.84385
H -4.94629 -0.59148 -1.53495
H -3.40379 0.19892 0.65585
H -4.03739 1.74882 0.04675
H -3.06409 1.25332 -2.03555
H -2.62909 -0.25008 -1.54245
N 1.79521 5.38112 4.38185
C 1.38871 6.53252 4.99235
C 1.99081 7.36652 5.92195
C 1.26661 8.47022 6.31925
C -0.01259 8.73992 5.81415
C -0.61999 7.91602 4.89705
C 0.08881 6.78872 4.47935
N -0.25539 5.80722 3.60835
C 0.76711 4.98272 3.56345
C 0.77681 3.81342 2.73075
C -0.40569 3.43952 2.07695
C -0.40199 2.33212 1.26335
N 0.68371 1.58772 1.03995
C 1.80721 1.94042 1.65645
C 1.90861 3.02312 2.50545
H 2.66641 4.90562 4.54395
H 2.97311 7.15692 6.31545
H 1.69581 9.14602 7.04065
H -0.53149 9.61882 6.16265
H -1.60419 8.11582 4.50865
H -1.28739 4.04052 2.22245
H -1.29909 2.02202 0.74455
H 2.67191 1.32512 1.44475
H 2.85551 3.25722 2.96405
F -3.68389 -8.51278 -0.14925
C -3.51539 -7.19608 -0.08085
C -2.23919 -6.65628 0.05275
F -1.14949 -7.43268 0.11355
C -2.08339 -5.28428 0.12395
F -0.84099 -4.77588 0.27395
C -3.15009 -4.40288 0.06195
Se -2.85439 -2.56598 0.12945
C -4.41949 -4.95998 -0.06165
F -5.47529 -4.11908 -0.10185
C -4.61339 -6.33178 -0.13725
F -5.84459 -6.82298 -0.26135